{"formula": "FHN2O", "method": "wB97M-V/def2-TZVPD", "elements": ["N", "N", "O", "F", "H"], "xyz": [[1.72293, -1.01074, 0.08628], [-0.07856, -0.66604, -0.51605], [2.39621, -0.09819, -0.07678], [-0.81154, -1.64842, 0.07690], [-0.29934, 0.20036, -0.01286]], "lowdin_charge": [0.086, -0.030, 0.045, -0.154, 0.053], "gap_ev": [8.439, 8.434], "homo_energy_ev": [-9.3, -9.3], "lumo_energy_ev": [-0.821, -0.823]}

{"formula": "C5H11NO2S", "method": "wB97M-V/def2-TZVPD", "elements": ["C", "C", "C", "C", "C", "N", "O", "O", "S", "H", "H", "H", "H", "H", "H", "H", "H", "H", "H", "H"], "xyz": [[-1.15669, -1.62769, -0.40732], [-0.37474, -0.40146, -0.89504], [0.00378, -0.05363, 1.40154], [-1.16518, 0.50320, 2.09535], [1.84714, 0.68324, -1.63891], [0.91877, -0.47519, -1.38483], [-0.85624, -2.52461, 2.05576], [1.16169, -2.32512, 0.70537], [-0.15849, -1.76181, 1.04916], [-2.15263, -1.10801, -0.16416], [-1.14807, -2.46478, -1.12112], [-0.83393, 0.56927, -1.23256], [1.00185, 0.15016, 1.50821], [-1.29028, 1.57088, 2.01446], [-1.02723, 0.52481, 3.17069], [-2.01880, -0.07933, 1.65816], [1.10783, 1.42691, -1.94423], [2.18849, 0.96205, -0.68082], [2.45091, 0.20079, -2.37191], [1.49649, -1.28755, -1.01228]], "lowdin_charge": [-0.201, -0.169, -0.280, -0.152, -0.023, -0.122, -0.322, -0.349, 0.605, 0.129, 0.116, 0.142, 0.045, 0.065, 0.076, 0.082, 0.084, 0.065, 0.083, 0.127], "gap_ev": [8.159, 8.161], "homo_energy_ev": [-7.7, -7.7], "lumo_energy_ev": [0.480, 0.480]}

{"formula": "C6H10N2", "method": "wB97M-V/def2-TZVPD", "elements": ["C", "C", "C", "C", "C", "C", "N", "N", "H", "H", "H", "H", "H", "H", "H", "H", "H", "H"], "xyz": [[1.06852, 0.97102, -0.96742], [-1.48281, -0.68381, -0.72007], [0.05126, 1.11967, 0.11587], [-0.57168, -0.46682, 0.53327], [1.50315, 0.06319, 0.14517], [0.81821, -1.22126, 0.34429], [-0.41550, 2.12649, 0.74842], [-1.22124, -0.46962, 1.69222], [-0.21874, 2.99393, 0.24029], [-1.00033, -1.30840, 2.22867], [0.78224, 0.48296, -1.89670], [1.69239, 1.84490, -1.13252], [2.17032, 0.45470, 0.90178], [-2.31306, 0.01695, -0.66645], [-1.86671, -1.70177, -0.64806], [-0.95824, -0.57797, -1.66895], [1.13554, -1.73280, 1.25035], [0.82668, -1.91134, -0.50016]], "lowdin_charge": [-0.083, -0.019, -0.393, -0.538, -0.091, -0.096, 0.147, 0.154, 0.054, 0.053, 0.103, 0.116, 0.134, 0.088, 0.083, 0.067, 0.109, 0.112], "gap_ev": [6.861, 8.346], "homo_energy_ev": [-7.4, -8.6], "lumo_energy_ev": [-0.541, -0.228]}

{"formula": "C4H7NO", "method": "wB97M-V/def2-TZVPD", "elements": ["C", "C", "C", "N", "C", "O", "H", "H", "H", "H", "H", "H", "H"], "xyz": [[0.21117, 0.24641, 1.54896], [0.18366, -0.44824, 0.21110], [1.25101, -1.01718, -0.35767], [-1.11066, -0.58039, -0.35116], [-1.47219, 0.30089, -1.18449], [-0.73084, 1.34402, -1.58962], [-0.48352, 1.09327, 1.57005], [1.21010, 0.61906, 1.79235], [-0.10980, -0.45968, 2.31807], [0.13399, 1.22924, -1.15009], [1.18354, -1.48700, -1.33330], [2.18909, -1.11812, 0.17473], [-2.45556, 0.27771, -1.64894]], "lowdin_charge": [-0.048, -0.462, 0.044, 0.091, -0.268, 0.046, 0.081, 0.079, 0.083, 0.098, 0.066, 0.061, 0.129], "gap_ev": 10.081, "homo_energy_ev": -9.2, "lumo_energy_ev": 0.931}

{"formula": "C19H23N3O3S", "method": "wB97M-V/def2-TZVPD", "elements": ["C", "H", "H", "H", "S", "C", "C", "C", "N", "C", "O", "O", "C", "C", "C", "C", "C", "C", "C", "H", "H", "H", "H", "H", "H", "H", "H", "H", "C", "O", "N", "H", "C", "C", "C", "N", "C", "C", "C", "H", "H", "H", "H", "H", "H", "H", "H", "H", "H"], "xyz": [[2.05410, 6.48380, -1.14501], [2.91436, 5.93960, -0.76725], [1.45072, 6.87199, -0.32934], [2.38445, 7.29755, -1.78169], [1.03555, 5.39788, -2.18274], [0.36935, 4.27011, -0.91623], [1.43323, 3.36119, -0.32070], [0.82015, 2.26601, 0.54407], [0.03988, 1.35331, -0.27534], [-0.86516, 0.49533, 0.24518], [-1.19988, 0.47357, 1.41205], [-1.35341, -0.31209, -0.70462], [-2.32727, -1.27259, -0.27806], [-2.48551, -2.29329, -1.36853], [-3.64471, -2.34720, -2.12956], [-3.77277, -3.28405, -3.14078], [-2.73943, -4.16667, -3.40342], [-1.57814, -4.11144, -2.65052], [-1.44916, -3.18024, -1.63555], [-0.54699, -3.13834, -1.04218], [-0.76944, -4.79800, -2.85299], [-2.83933, -4.89591, -4.19399], [-4.67974, -3.32214, -3.72619], [-4.45150, -1.65677, -1.92916], [-1.97624, -1.73540, 0.65212], [-3.27030, -0.75336, -0.07391], [0.34710, 1.18803, -1.22163], [0.14444, 2.69354, 1.29410], [1.91399, 1.43982, 1.25550], [3.05688, 1.37448, 0.85670], [1.44290, 0.79359, 2.33924], [0.43664, 0.79001, 2.47970], [2.16730, -0.30677, 2.94760], [1.48824, -1.59951, 2.58727], [1.38446, -1.98577, 1.25291], [0.72787, -3.05652, 0.85039], [0.13988, -3.81323, 1.76367], [0.18927, -3.53645, 3.12004], [0.86972, -2.40283, 3.53540], [0.91777, -2.14240, 4.58353], [-0.30151, -4.18184, 3.83179], [-0.39452, -4.67349, 1.38220], [1.85266, -1.39816, 0.47270], [2.19041, -0.17212, 4.03299], [3.18766, -0.27261, 2.55442], [2.01929, 2.89810, -1.11727], [2.12153, 3.93537, 0.30126], [-0.38982, 3.68725, -1.43688], [-0.11450, 4.87500, -0.14809]], "lowdin_charge": [-0.411, 0.027, 0.034, 0.026, 0.788, -0.507, -0.217, -0.225, 0.144, -0.566, 0.080, 0.037, -0.114, -0.198, -0.041, -0.087, -0.092, -0.076, -0.032, 0.083, 0.103, 0.100, 0.101, 0.110, 0.125, 0.134, 0.164, 0.160, -0.458, 0.074, 0.084, 0.117, -0.115, -0.184, -0.089, 0.059, -0.150, -0.053, -0.020, 0.114, 0.102, 0.108, 0.127, 0.123, 0.129, 0.119, 0.118, 0.068, 0.080], "gap_ev": 9.356, "homo_energy_ev": -8.6, "lumo_energy_ev": 0.730}

{"formula": "C6H12O", "method": "wB97M-V/def2-TZVPD", "elements": ["O", "C", "C", "C", "C", "C", "C", "H", "H", "H", "H", "H", "H", "H", "H", "H", "H", "H", "H"], "xyz": [[2.80559, 1.14584, -0.23489], [2.64839, -0.16696, 0.06667], [1.39178, -0.93647, 0.08115], [0.12029, -0.03120, 0.38471], [0.13504, 1.15243, -0.58455], [-1.24044, -0.84688, 0.17081], [-2.49152, 0.16204, 0.38419], [3.54490, -0.83561, 0.14170], [1.98359, -0.54229, -1.01790], [1.49106, -1.91793, 0.50427], [0.27072, 0.36098, 1.44309], [-0.64760, 1.97807, -0.29822], [1.10105, 1.62914, -0.47817], [-0.13323, 0.89822, -1.62909], [-1.21620, -1.65616, 0.86523], [-1.26037, -1.25422, -0.87371], [-2.88107, 0.45707, -0.65825], [-3.33398, -0.58639, 0.66170], [-2.28802, 0.99033, 1.07128]], "lowdin_charge": [0.142, -0.099, 0.053, -0.317, -0.054, -0.186, -0.087, 0.194, 0.232, 0.149, 0.179, 0.142, 0.060, 0.118, 0.086, 0.124, 0.096, 0.100, 0.069], "charge": 1, "gap_ev": [9.866, 6.861], "homo_energy_ev": [-15.2, -15.2], "multiplicity": 2, "lumo_energy_ev": [-5.328, -8.371]}

{"formula": "C4H6O2", "method": "wB97M-V/def2-TZVPD", "elements": ["O", "C", "C", "C", "C", "O", "H", "H", "H", "H", "H", "H"], "xyz": [[-0.06243, 1.15933, -1.26986], [0.21966, 0.00703, -0.52652], [-0.89249, -0.98837, -0.56423], [-0.67765, -0.12666, 0.69563], [1.47836, 0.18813, 0.24962], [2.50674, -0.41543, 0.33792], [-0.59415, 1.76628, -0.73385], [-0.72730, -2.06090, -0.41112], [-1.60461, -0.77722, -1.35487], [-0.25814, -0.78147, 1.45692], [-0.51414, 0.92788, 1.12228], [1.12614, 1.10139, 0.99809]], "lowdin_charge": [0.017, -0.505, 0.009, -0.082, -0.252, 0.089, 0.102, 0.119, 0.109, 0.107, 0.127, 0.159], "gap_ev": 10.608, "homo_energy_ev": -9.8, "lumo_energy_ev": 0.806}

{"formula": "C4H6FNOS", "method": "wB97M-V/def2-TZVPD", "elements": ["C", "C", "C", "C", "H", "H", "H", "H", "H", "H", "N", "O", "F", "S"], "xyz": [[-0.48115, 0.13326, 0.45839], [-0.13194, 0.65518, -0.99358], [1.02130, 0.95638, -1.50087], [-1.24280, -1.21382, 0.41829], [1.46595, -0.17290, 0.74155], [0.88576, 0.91837, 1.77607], [-1.17944, 0.87969, 0.84818], [-1.01026, 0.81526, -1.62155], [2.03943, 0.99458, -1.12666], [0.00668, -1.74731, 1.76035], [0.67437, -0.04119, 1.37769], [-0.69021, -2.12106, 1.19811], [1.18693, 1.42270, -2.80508], [-2.54463, -1.47911, -0.53089]], "lowdin_charge": [-0.340, -0.045, -0.134, -0.853, 0.075, 0.124, 0.140, 0.107, 0.116, 0.088, 0.024, 0.013, -0.032, 0.716], "gap_ev": 9.163, "homo_energy_ev": -8.8, "lumo_energy_ev": 0.356}

Asked for energy above the lowest of the compared OMol25 structures with the same formula, charge and spin across the records above, the calculation gives 3.728; 4.868; 5.507; 1.453; 0.811; 3.660; 4.403; 1.679 eV in order.